Entry from the OMol25 dataset: C33H69N3O22Zr as an isolated structure (the ωB97M-V functional and the def2-TZVPD basis).

Atoms and positions in Å:
H1 -6.74 8.79 -0.76
C1 0.54 -1.94 0.23
H2 -7.12 -1.94 -2.38
C2 -2.73 7.55 -5.67
H3 -3.54 8.85 -4.21
O1 -5.58 -5.71 4.52
C3 -2.73 -2.55 -5.52
C4 6.73 3.99 -2.76
H4 8.62 3.60 -1.81
H5 -0.40 6.01 -5.19
H6 4.10 6.65 -0.32
H7 0.49 -2.93 -0.21
H8 -0.75 4.63 -4.25
C5 -5.27 -2.38 -3.31
H9 1.30 5.94 7.25
H10 -7.96 -5.08 4.09
H11 0.65 -8.36 0.11
H12 -7.72 -3.88 2.84
H13 4.23 -8.40 -2.71
H14 -2.18 7.12 -1.13
H15 5.31 5.73 0.49
H16 -5.76 8.86 0.78
O2 -4.48 6.98 -0.33
H17 -3.87 9.37 -5.87
O3 -5.18 -3.77 3.38
H18 -3.39 -4.45 -5.08
C6 5.71 -4.38 2.96
H19 3.66 -1.82 -4.94
H20 -2.87 4.21 -5.43
C7 -2.30 5.10 -5.70
H21 -4.75 8.02 -5.12
C8 5.01 6.09 -0.50
O4 6.32 4.50 -1.62
O5 -1.78 7.95 -6.34
H22 -6.06 6.37 0.90
H23 -4.87 -7.71 6.09
H24 -5.21 -6.33 7.24
H25 -0.30 4.31 -5.78
H26 -0.16 6.93 6.79
O6 7.24 -5.40 4.31
C9 -3.54 -3.50 -4.57
H27 5.75 6.82 -0.83
C10 -7.31 -4.80 3.26
O7 1.51 -5.57 7.95
H28 4.97 -9.66 -0.01
H29 1.99 -3.49 5.96
H30 -2.23 5.18 -6.79
C11 1.21 3.55 4.33
O8 -3.86 5.10 0.79
C12 1.55 -3.51 6.95
H31 2.95 2.67 5.25
Zr1 -3.32 0.10 1.65
C13 0.71 6.38 6.44
C14 5.21 -9.51 -1.06
H32 4.84 5.64 -2.45
C15 5.01 5.01 -1.58
C16 -6.70 -1.98 -3.39
H33 -4.08 -4.81 5.58
H34 -0.06 -8.61 -1.48
H35 0.20 -7.04 -0.87
O9 -2.93 6.28 -5.19
C17 0.67 -8.02 -0.93
H36 -7.40 8.33 0.72
C18 4.27 -8.38 -1.62
H37 1.40 -1.87 0.89
H38 2.30 1.78 3.91
O10 7.20 -6.07 2.24
H39 -6.36 6.46 -0.88
H40 -0.21 5.96 4.68
O11 -0.54 -1.97 1.19
H41 5.17 -0.97 -5.20
H42 -3.04 -3.62 -3.61
H43 4.24 4.24 -1.44
C19 -0.90 5.04 -5.25
O12 5.97 3.72 -3.72
C20 2.52 2.79 4.25
H44 5.01 -2.79 -5.54
H45 -0.52 4.73 5.94
O13 3.47 -4.56 7.82
C21 -3.77 8.50 -5.21
O14 5.79 -3.39 -3.51
H46 8.28 2.64 -3.32
H47 -1.80 6.94 0.63
H48 -2.71 -1.50 -5.23
O15 1.40 4.66 4.99
H49 0.47 -3.65 6.99
O16 2.02 -7.24 -2.73
H50 4.72 -7.43 -1.33
C22 0.39 -0.73 -0.91
C23 -4.39 -5.80 5.25
C24 -5.91 -4.72 3.71
H51 8.75 4.31 -3.45
O17 5.38 -1.46 -2.68
H52 -7.36 -2.58 -4.02
H53 0.29 -1.24 -1.87
H54 -3.13 -2.56 -6.53
C25 -5.87 6.92 -0.02
H55 6.29 -9.45 -1.21
H56 4.89 -10.44 -1.54
N1 2.26 -4.68 7.54
O18 -4.61 -2.27 -2.27
H57 -6.70 -0.92 -3.68
N2 5.32 -2.29 -3.60
H58 -7.26 -5.59 2.50
H59 -1.60 5.60 -0.50
C26 2.00 -7.86 -1.66
O19 3.01 -8.57 -1.06
N3 6.81 -5.35 3.15
O20 0.18 3.17 3.76
H60 -3.57 -6.93 6.87
C27 -3.63 6.14 0.11
H61 5.74 -4.03 1.93
H62 4.75 -4.91 2.90
H63 1.34 7.13 5.97
H64 1.76 -2.59 7.50
C28 -2.21 6.47 -0.26
C29 8.20 3.61 -2.82
H65 1.19 0.00 -1.02
C30 -4.56 -6.73 6.46
C31 4.75 -1.94 -4.92
H66 5.78 -3.56 3.67
O21 -0.73 0.08 -0.68
C32 0.23 5.37 5.48
O22 -4.91 -3.11 -4.42
H67 3.19 3.19 3.49
H68 -3.66 -6.22 4.56
H69 -1.68 -2.82 -5.56
C33 -6.46 8.29 0.17

charge	+2
energy above the lowest of the compared OMol25 structures with the same formula, charge and spin	484.0	kcal per mole
gap between HOMO and LUMO	0.0721	Eh

Entry from the OMol25 dataset: a 3-piece molecular cluster, C33H70BFN6O6P overall (the ωB97M-V functional and the def2-TZVPD basis).

Atoms and positions in Å:
C1 -1.55 7.11 3.83
C2 2.50 2.49 -0.23
N1 -1.14 5.72 3.78
H1 -0.58 0.47 -3.69
H2 -0.41 -2.29 -2.45
C3 -0.73 -0.17 -2.82
H3 -1.57 -4.21 -7.68
C4 -0.01 -4.23 4.39
H4 -0.39 -4.64 -10.47
N2 2.17 -0.66 3.03
H5 -1.23 -0.44 -0.26
N3 1.44 -1.58 2.44
H6 0.90 -4.47 4.95
O1 2.29 2.67 3.87
H7 1.71 2.98 1.70
C5 0.64 -1.37 1.38
H8 -0.88 3.05 2.85
N4 -1.04 -2.44 -8.58
H9 0.49 2.64 0.52
C6 -0.41 -4.79 -9.39
H10 1.06 -2.57 -8.20
C7 3.93 2.53 0.27
H11 -2.21 8.82 2.69
C8 -1.19 -3.91 5.30
H12 4.88 -0.12 2.51
H13 -1.62 -1.93 -3.69
H14 4.59 2.95 -0.49
O2 2.48 -2.00 -4.72
H15 -1.71 3.15 4.40
C9 -3.45 -4.53 5.63
C10 -0.37 0.23 -0.30
H16 4.37 -0.67 5.03
H17 -1.49 -2.87 5.11
H18 -3.08 5.08 3.53
C11 -1.70 7.87 2.51
H19 -3.28 -3.97 6.56
C12 -1.40 -3.84 -8.69
B1 2.99 1.56 3.52
H20 0.01 -0.97 -11.52
C13 -3.40 -0.87 2.67
H21 -0.92 -2.34 -0.41
H22 -0.59 -0.34 -6.93
N5 4.29 1.24 4.07
H23 1.82 -3.63 2.34
C14 1.39 0.90 1.41
C15 -4.15 -1.58 3.78
C16 5.26 0.71 3.12
H24 -3.93 -1.11 4.75
H25 -5.11 -4.42 4.19
H26 -0.71 -5.82 -9.21
H27 -5.06 -3.11 5.37
H28 4.30 1.52 0.50
C17 1.46 2.31 0.89
C18 1.56 -2.08 -3.98
C19 0.25 5.47 3.44
H29 0.03 -2.72 -11.35
H30 2.24 -2.83 3.90
C20 -4.43 -3.75 4.73
C21 -1.10 -1.66 -9.80
C22 -1.80 3.37 3.34
H31 5.62 1.51 2.47
C23 0.66 5.56 1.96
H32 2.51 2.99 4.76
C24 0.13 -2.21 -7.75
H33 -3.88 -5.50 5.90
H34 -5.23 -1.51 3.63
H35 0.60 -4.67 -9.01
H36 -0.78 1.22 -0.12
H37 -2.17 5.03 2.03
H38 -2.41 -0.54 3.00
H39 -0.27 -5.10 3.78
C25 -2.09 4.85 3.12
H40 -3.30 -1.54 1.81
C26 0.27 0.21 -1.71
H41 3.18 0.43 5.71
C27 0.32 -0.75 -7.37
P1 -0.29 -2.86 0.73
O3 -3.72 -2.93 3.81
H42 -0.92 -3.99 6.36
N6 0.64 -4.08 0.53
H43 0.87 6.16 4.02
O4 0.21 -3.10 3.53
H44 4.89 0.70 6.03
H45 0.74 6.59 1.61
H46 6.13 0.35 3.67
H47 0.62 1.22 -1.92
H48 -1.32 -2.96 1.67
H49 1.03 -1.71 -10.29
C28 -0.66 -1.62 -3.28
H50 -0.73 8.11 2.07
H51 -1.75 0.03 -2.47
H52 0.58 -0.13 -8.24
F1 4.02 3.30 1.42
H53 -2.37 -3.90 -9.20
H54 -3.95 0.02 2.34
H55 1.65 -2.43 -2.93
H56 -1.21 -0.61 -9.53
C29 0.06 -1.78 -10.79
H57 1.65 5.10 1.83
H58 0.51 4.48 3.81
H59 -2.51 7.14 4.36
H60 2.45 1.68 -0.97
H61 -2.62 2.77 2.93
O5 -2.24 -4.78 4.96
C30 2.16 0.57 2.54
H62 -0.04 5.03 1.31
O6 0.29 -1.79 -4.33
C31 1.51 -2.90 3.10
H63 -2.28 7.31 1.78
H64 -0.85 7.64 4.48
H65 1.13 -0.65 -6.65
H66 2.26 3.43 -0.75
H67 1.14 -0.44 -1.72
C32 4.18 0.38 5.27
H68 -2.04 -1.91 -10.30
C33 0.58 -0.08 0.83
H69 -0.01 -2.79 -6.83
H70 0.70 -4.43 -0.42

charge	+1
gap between HOMO and LUMO	0.1853	Eh

Entry from the OMol25 dataset: a 7-piece molecular cluster, C33H70N4O7 overall (the ωB97M-V functional and the def2-TZVPD basis).

Atoms and positions in Å:
H1 -8.38 -1.59 2.02
C1 -6.64 -0.54 2.75
C2 3.23 1.22 -2.89
H2 4.51 4.19 2.51
H3 6.62 -1.73 -7.95
C3 1.31 1.04 -12.08
C4 3.32 0.26 -1.78
H4 0.70 5.53 3.45
H5 4.25 5.73 1.67
O1 2.95 -1.06 -2.26
H6 -3.42 -0.78 2.33
H7 -0.85 1.67 -10.40
H8 -0.04 4.55 4.70
C5 1.52 3.52 3.63
H9 -1.65 1.77 6.20
C6 -0.68 -0.95 7.76
H10 -7.52 -0.83 7.77
H11 5.30 -0.62 0.58
C7 5.56 -1.56 -7.76
H12 -7.55 -2.94 5.55
H13 2.28 -2.01 -5.53
H14 -7.42 -3.11 9.35
H15 3.65 -3.14 -5.64
H16 -0.89 1.96 4.62
H17 -7.04 -2.66 2.45
H18 -0.88 -0.03 -9.92
H19 4.32 -0.85 -4.81
C8 -1.48 -0.07 5.04
H20 -7.21 0.37 2.95
C9 -4.78 -1.68 3.75
H21 3.56 5.47 3.26
C10 3.21 -2.22 -6.05
C11 -3.92 -1.74 2.49
O2 -6.06 -3.08 6.87
H22 0.23 1.04 -12.27
H23 3.97 -0.29 -8.53
H24 0.73 -1.59 0.94
N1 0.88 -0.92 0.19
C12 -7.38 -2.65 6.58
C13 5.07 -1.06 -0.38
H25 -5.93 -3.40 10.23
C14 2.40 0.74 -0.64
O3 2.00 3.29 2.32
H26 2.97 -2.40 -7.09
N2 0.87 -1.49 -3.45
O4 -0.19 -0.51 5.39
C15 0.20 -0.26 6.73
H27 2.88 1.56 -0.10
H28 -4.51 -1.96 1.60
N3 3.16 1.97 -3.75
C16 -1.68 1.43 5.16
H29 -2.64 1.72 4.75
H30 -0.25 -0.83 8.76
C17 -5.60 -2.83 8.18
H31 1.22 -0.65 6.80
H32 -4.58 -3.21 8.20
H33 -5.55 -1.75 8.37
H34 1.48 1.14 -1.08
H35 2.91 2.46 -11.86
H36 -8.57 -0.87 6.36
C18 -0.46 0.95 -9.68
C19 3.79 4.98 2.32
H37 -0.80 1.25 -8.69
H38 0.25 0.81 6.92
O5 -5.67 -0.58 3.79
H39 6.07 -2.36 -1.80
H40 5.04 -2.50 -8.00
C20 0.38 4.52 3.69
H41 -6.16 -0.41 1.78
H42 3.76 -0.15 -6.32
C21 6.26 -1.90 -0.83
H43 -5.32 -2.63 3.89
C22 1.99 -0.33 0.33
H44 5.53 0.51 -8.35
H45 -0.41 4.24 2.99
H46 -8.00 -1.89 3.72
H47 -0.77 -2.01 7.54
H48 -1.69 -0.52 7.79
H49 -8.11 -3.20 7.19
H50 5.26 -0.63 -9.68
C23 1.85 2.46 -12.10
H51 2.34 3.83 4.30
O6 5.48 -1.30 -6.37
C24 -7.58 -1.15 6.73
H52 1.49 1.87 -9.50
H53 -6.50 -4.59 9.05
H54 6.44 -2.71 -0.12
C25 4.81 0.09 -1.40
N4 5.71 2.36 -0.48
H55 2.66 -0.55 1.17
H56 1.77 0.45 -12.87
H57 2.84 4.02 0.66
C26 4.17 -1.06 -5.87
H58 4.18 -1.68 -0.29
C27 5.05 -0.43 -8.63
H59 -3.16 -2.52 2.59
C28 5.33 1.36 -0.89
H60 -6.82 -0.61 6.16
C29 -7.57 -1.74 2.74
H61 7.15 -1.28 -0.90
C30 -6.41 -3.52 9.26
O7 1.60 0.33 -10.89
H62 -2.24 -0.60 5.62
H63 1.80 5.18 1.48
C31 1.06 0.88 -9.70
H64 1.41 0.22 -8.90
H65 5.34 -0.15 -2.32
H66 -4.14 -1.56 4.62
H67 1.18 2.55 3.98
C32 2.56 4.40 1.64
H68 -1.62 -0.36 4.00
H69 1.71 2.89 -13.09
H70 1.34 3.10 -11.38
C33 1.85 -1.15 -2.95

SMILES	[H]/N=C/C[C@](C#N)(OC#N)[C@@H](C#N)CC.CCOCC.CCOCC.CCOCC.CCOCC.CCOCC.CCOCC
gap between HOMO and LUMO	0.3685	Eh

Entry from the OMol25 dataset: C33H71F6N5O10Zr as an isolated structure (the ωB97M-V functional and the def2-TZVPD basis).

Atoms and positions in Å:
C1 2.84 -6.00 1.52
O1 -1.63 -8.39 -6.48
Zr1 -3.14 -6.63 -6.67
H1 4.96 -11.70 -8.63
C2 -3.24 -10.61 -0.55
C3 2.99 -2.94 -4.99
H2 4.92 -5.03 -7.26
H3 -2.23 -8.47 -2.08
O2 -2.50 -5.78 -4.69
C4 4.00 -13.07 -10.86
H4 -4.04 -6.28 -2.09
C5 -0.51 -7.80 -6.57
C6 -4.52 -7.10 -1.57
F1 -5.88 -11.02 -3.46
H5 -2.27 -3.12 -10.51
H6 -0.63 -2.45 -4.17
H7 0.07 -13.10 -3.72
H8 -5.99 -8.71 -2.02
H9 1.99 -9.17 -4.32
H10 3.82 -5.00 -0.08
C7 -1.08 -4.90 -2.81
N1 -2.28 -10.55 -1.71
H11 -2.20 -1.90 -3.55
H12 -5.09 -6.71 -0.72
H13 3.01 -5.91 -2.56
H14 0.00 -3.84 -9.75
H15 2.47 -5.16 2.11
H16 1.45 -7.58 -3.73
H17 4.01 -2.72 -4.68
H18 -3.64 -11.59 -0.80
H19 4.56 -10.93 -11.42
H20 -3.16 -2.63 -9.10
H21 4.64 -6.50 -2.22
C8 3.59 -6.77 -2.22
H22 4.20 -13.86 -10.13
C9 4.87 -11.77 -10.79
H23 1.65 -2.60 -7.63
O3 0.68 -8.32 -6.47
H24 2.28 -5.49 -7.77
C10 0.86 -2.05 -8.15
H25 -4.07 -9.92 -0.72
C11 -5.11 -10.54 -4.51
O4 -2.13 -3.65 -4.79
H26 3.21 -10.77 -7.26
F2 0.03 -5.42 -3.39
N2 -0.79 -11.21 -3.28
O5 -0.39 -2.67 -8.11
F3 -5.51 -11.18 -5.62
C12 -1.95 -1.44 -5.57
C13 -1.84 -9.43 -2.38
H27 -1.28 -12.80 -5.81
C14 -5.11 -9.03 -4.62
H28 1.06 -11.66 -4.16
H29 2.56 -2.10 -5.54
C15 -2.83 -3.50 -9.66
H30 4.20 -8.08 -3.99
H31 -1.71 -12.59 -1.91
H32 -3.11 -4.44 -3.19
H33 0.63 -1.19 -7.52
C16 3.53 -8.05 -3.14
H34 5.07 -6.77 -7.74
C17 4.75 -10.98 -9.42
H35 4.07 -13.60 -11.81
H36 -6.18 -8.80 -4.64
C18 -5.41 -7.91 -2.48
O6 -0.86 -6.66 -6.86
F4 -1.39 -5.84 -1.92
H37 6.63 -12.92 -10.63
H38 2.18 -6.84 1.75
H39 2.41 -3.18 -4.10
H40 0.02 -4.49 -8.06
C19 3.02 -5.31 -5.40
C20 -1.03 -9.88 -3.40
H41 -3.70 -4.11 -9.93
H42 1.15 -1.80 -9.17
H43 5.54 -10.24 -9.35
H44 -0.47 -9.46 -4.22
H45 -1.95 -3.92 -7.03
H46 2.04 -5.31 -0.26
C21 3.43 -6.37 -6.42
H47 2.93 -12.90 -10.78
H48 0.41 -12.42 -6.22
H49 4.04 -7.63 -0.19
C22 4.85 -6.07 -6.94
C23 -1.68 -2.34 -4.41
C24 -0.44 -12.15 -5.58
H50 3.87 -8.91 -2.57
C25 -0.51 -3.87 -8.79
H51 -3.70 -7.56 -1.02
O7 2.97 -3.98 -5.91
H52 2.41 -7.66 -0.53
C26 -1.54 -11.57 -2.19
H53 -6.07 -7.20 -2.98
N3 -2.59 -4.51 -7.54
C27 3.22 -9.93 -7.95
F5 -0.60 -3.87 -2.06
H54 1.20 -7.54 -6.68
O8 3.45 -10.36 -9.26
C28 0.07 -12.10 -4.15
H55 2.06 -5.57 -4.96
H56 6.36 -12.30 -12.05
H57 3.77 -9.06 -7.58
C29 -2.25 -4.70 -3.80
C30 3.01 -5.72 0.02
H58 -3.39 -3.90 -7.57
H59 -2.50 -0.53 -5.31
H60 -2.67 -10.39 0.36
C31 2.11 -8.43 -3.54
F6 -3.81 -10.97 -4.29
H61 5.69 -6.21 -6.26
H62 3.73 -6.41 1.99
H63 -2.43 -1.94 -6.41
H64 3.76 -5.31 -4.60
N4 6.30 -12.08 -11.07
C32 3.28 -7.03 -0.69
H65 -1.96 -5.38 -9.34
O9 -4.39 -8.29 -5.68
H66 -1.02 -1.13 -6.06
O10 -4.52 -8.64 -3.36
N5 2.49 -6.43 -7.46
H67 3.44 -7.35 -5.93
H68 2.56 -7.06 -8.24
H69 -0.59 -11.16 -6.01
H70 2.17 -9.67 -7.86
C33 -1.96 -4.40 -8.86
H71 1.64 -8.74 -2.61

charge	+1
spin multiplicity	2
gap between HOMO and LUMO (alpha / beta)	0.2483 / 0.3093	Eh